Entry 1:
Below is a structure of composition C49H49NO3PRuSSb, with properties calculated with ωB97M-V/def2-TZVPD.

Results
- Spin multiplicity: 5
- ⟨S²⟩: 6.054
- Maximum force: 0.026 hartree/bohr
- Frontier orbital gap (spin up / spin down): 7.47 / 7.56 eV

XYZ file:
```
106
C49H49NO3PRuSSb | the Open Molecules 2025 dataset | ωB97M-V/def2-TZVPD
Ru -0.043 -1.224 0.207
O -2.631 0.109 -2.762
S -1.389 -0.336 -2.213
O -1.437 -1.626 -1.459
O -0.675 0.622 -1.361
C -0.253 -0.664 -3.533
C -0.598 -0.285 -4.812
C 0.314 -0.452 -5.849
C 1.563 -0.977 -5.587
C 1.896 -1.366 -4.298
C 0.988 -1.245 -3.254
P 1.408 -1.921 -1.594
C 3.217 -1.780 -1.576
C 3.751 -0.571 -1.151
C 5.117 -0.373 -1.142
C 5.964 -1.390 -1.545
C 5.444 -2.604 -1.957
C 4.075 -2.801 -1.974
C 1.065 -3.701 -1.782
C 0.515 -4.370 -0.698
C 0.215 -5.718 -0.774
C 0.455 -6.414 -1.946
C 0.989 -5.754 -3.044
C 1.287 -4.406 -2.962
H -1.567 0.148 -4.980
H 0.049 -0.156 -6.853
H 2.285 -1.087 -6.380
H 2.887 -1.767 -4.109
H 3.087 0.224 -0.828
H 5.520 0.568 -0.807
H 7.031 -1.241 -1.526
H 6.104 -3.402 -2.257
H 3.677 -3.750 -2.284
H 0.303 -3.830 0.234
H -0.211 -6.217 0.080
H 0.217 -7.465 -2.011
H 1.163 -6.286 -3.967
H 1.677 -3.903 -3.836
C 2.161 2.080 1.413
C 1.944 1.914 2.883
C 2.014 3.016 3.721
C 1.738 2.905 5.073
C 1.374 1.683 5.602
C 1.322 0.569 4.778
C 1.627 0.673 3.433
Sb 1.634 -1.041 2.185
C 1.211 -2.573 3.599
C 0.013 -3.237 3.384
C -0.384 -4.295 4.184
C 0.435 -4.697 5.223
C 1.625 -4.026 5.451
C 2.033 -2.959 4.658
C 3.330 -2.296 5.011
C 3.755 -1.318 2.073
C 4.600 -0.318 2.523
C 5.975 -0.471 2.503
C 6.521 -1.645 2.025
C 5.685 -2.654 1.586
C 4.303 -2.515 1.610
C 3.456 -3.673 1.196
H 2.478 3.094 1.182
H 1.236 1.880 0.852
H 2.932 1.405 1.037
H 2.273 3.977 3.304
H 1.794 3.778 5.705
H 1.135 1.591 6.648
H 1.041 -0.385 5.199
H -0.637 -2.915 2.555
H -1.322 -4.792 3.996
H 0.149 -5.518 5.861
H 2.256 -4.328 6.272
H 3.530 -2.430 6.070
H 3.328 -1.227 4.807
H 4.167 -2.723 4.458
H 4.194 0.595 2.937
H 6.607 0.317 2.868
H 7.591 -1.782 2.001
H 6.106 -3.578 1.220
H 4.060 -4.467 0.766
H 2.715 -3.383 0.438
H 2.905 -4.089 2.041
C -1.376 3.835 3.646
C -1.748 3.468 2.214
C -3.271 3.360 2.066
C -1.085 2.207 1.795
H -1.879 4.743 3.967
H -0.307 3.982 3.755
H -1.668 3.037 4.323
H -1.422 4.276 1.545
H -3.658 2.539 2.665
H -3.562 3.181 1.034
H -3.752 4.279 2.396
H -0.949 1.409 2.513
H -1.051 1.934 0.747
N -1.524 -1.020 1.322
C -2.845 -0.961 1.434
C -3.521 0.090 0.809
C -4.899 0.155 0.885
C -5.606 -0.802 1.599
C -4.931 -1.837 2.236
C -3.557 -1.923 2.155
H -2.949 0.820 0.248
H -5.421 0.951 0.378
H -6.681 -0.746 1.657
H -5.482 -2.583 2.791
H -3.022 -2.724 2.640
```



Entry 2:
Below is a structure of composition C49H50FFeN8O3SSb, with properties calculated with ωB97M-V/def2-TZVPD.

Results
- Spin multiplicity: 5
- ⟨S²⟩: 6.008
- Total charge: +2
- Maximum force: 0.012 hartree/bohr
- Frontier orbital gap (spin up / spin down): 6.49 / 6.48 eV

XYZ file:
```
114
C49H50FFeN8O3SSb | the Open Molecules 2025 dataset | ωB97M-V/def2-TZVPD
Fe -1.598 0.123 1.080
N -1.441 -0.186 3.288
C -2.293 -1.288 3.770
C -3.614 -1.240 3.045
N -3.363 -1.295 1.591
H -0.473 -0.361 3.525
H -1.698 0.686 3.734
H -2.453 -1.256 4.846
H -1.793 -2.225 3.534
H -4.137 -0.311 3.267
H -4.238 -2.062 3.391
H -4.222 -1.123 1.081
H -3.017 -2.218 1.343
F 4.371 -3.256 1.274
C 4.255 -1.960 0.916
C 3.007 -1.445 0.746
C 2.841 -0.086 0.464
C 1.510 0.470 0.285
O 0.515 -0.271 0.139
C 1.422 1.883 0.264
C 2.556 2.624 0.192
N 3.805 2.101 0.197
C 4.957 2.981 0.130
C 5.803 2.983 -1.108
C 4.921 4.154 -0.790
C 3.972 0.737 0.395
C 5.247 0.171 0.520
C 5.416 -1.178 0.777
N 6.723 -1.718 0.876
C 7.737 -1.023 1.662
C 9.049 -1.000 0.865
N 9.026 -2.173 -0.086
C 8.470 -3.391 0.604
C 6.965 -3.161 0.833
C 0.087 2.564 0.326
O -0.055 3.634 -0.238
O -0.786 1.928 1.042
H 2.131 -2.077 0.880
H 2.484 3.702 0.116
H 5.458 3.109 1.081
H 5.493 2.340 -1.924
H 6.875 3.091 -0.994
H 4.045 4.302 -1.408
H 5.378 5.067 -0.435
H 6.115 0.807 0.397
H 7.889 -1.525 2.624
H 7.431 -0.008 1.882
H 9.917 -1.112 1.510
H 9.164 -0.099 0.270
H 9.952 -2.345 -0.469
H 8.403 -1.939 -0.855
H 9.025 -3.505 1.531
H 8.649 -4.265 -0.014
H 6.675 -3.681 1.747
H 6.397 -3.589 0.012
N -7.389 4.621 0.055
C -8.401 5.455 0.490
C -9.396 6.164 -0.183
C -10.261 6.898 0.600
C -10.142 6.929 2.004
C -9.154 6.227 2.657
C -8.268 5.475 1.880
N -7.203 4.677 2.272
C -6.711 4.197 1.169
C -5.569 3.271 1.140
C -5.080 2.686 -0.020
C -4.020 1.804 0.065
N -3.428 1.477 1.218
C -3.887 2.070 2.329
C -4.942 2.950 2.339
H -7.175 4.407 -0.900
H -9.487 6.145 -1.263
H -11.053 7.465 0.127
H -10.845 7.523 2.576
H -9.056 6.248 3.736
H -5.504 2.902 -0.994
H -3.625 1.339 -0.829
H -3.370 1.836 3.254
H -5.293 3.400 3.258
S -0.616 -2.790 1.249
Sb -0.519 -2.545 -1.010
C -1.395 -4.296 -1.795
C -2.578 -4.765 -1.222
C -3.154 -5.941 -1.685
C -2.542 -6.657 -2.708
C -1.361 -6.197 -3.275
C -0.785 -5.014 -2.823
C -1.672 -0.986 -1.875
C -1.158 0.280 -2.189
C -1.936 1.185 -2.904
C -3.217 0.833 -3.312
C -3.740 -0.413 -2.983
C -2.974 -1.323 -2.265
C 1.431 -2.622 -1.798
C 1.997 -1.595 -2.552
C 3.308 -1.713 -2.997
C 4.044 -2.855 -2.699
C 3.476 -3.881 -1.951
C 2.170 -3.763 -1.491
H -3.037 -4.235 -0.394
H -4.075 -6.303 -1.242
H -2.982 -7.584 -3.058
H -0.886 -6.758 -4.072
H 0.130 -4.657 -3.279
H -0.161 0.569 -1.884
H -1.532 2.161 -3.146
H -3.814 1.536 -3.881
H -4.739 -0.687 -3.301
H -3.375 -2.309 -2.062
H 1.425 -0.711 -2.809
H 3.746 -0.921 -3.594
H 5.056 -2.955 -3.076
H 4.040 -4.781 -1.729
H 1.732 -4.561 -0.898
```



Entry 3:
Below is a structure of composition C49H50N3O2P2SiTl, with properties calculated with ωB97M-V/def2-TZVPD.

Results
- Maximum force: 0.014 hartree/bohr
- Frontier orbital gap: 4.94 eV

XYZ file:
```
108
C49H50N3O2P2SiTl | the Open Molecules 2025 dataset | ωB97M-V/def2-TZVPD
Tl -0.007 1.239 -0.014
O -5.812 -0.164 5.888
C -5.343 -0.490 4.663
O -5.889 -1.342 4.026
C -4.133 0.246 4.173
C -3.316 1.024 4.992
C -2.171 1.613 4.493
C -1.811 1.446 3.154
C -2.642 0.680 2.332
C -3.783 0.088 2.835
N -0.613 1.928 2.598
C 0.106 2.806 3.159
C 1.438 3.173 2.662
C 2.221 4.056 3.398
C 3.507 4.340 2.969
C 3.968 3.747 1.807
C 3.100 2.918 1.106
N 1.875 2.634 1.518
H -5.323 0.573 6.264
H -3.531 1.164 6.045
H -1.541 2.185 5.162
H -2.400 0.577 1.280
H -4.428 -0.508 2.203
H -0.218 3.344 4.054
H 1.829 4.508 4.301
H 4.144 5.005 3.537
H 4.970 3.927 1.444
H 3.401 2.467 0.167
C 0.196 -2.888 -1.913
C 0.390 -1.531 -2.613
P 1.897 -0.539 -2.155
C 1.478 1.038 -3.020
C 0.365 1.258 -3.828
C 0.229 2.452 -4.526
C 1.185 3.450 -4.410
C 2.273 3.262 -3.569
C 2.412 2.069 -2.878
C 3.076 -1.240 -3.397
C 3.113 -0.817 -4.727
C 3.959 -1.432 -5.639
C 4.783 -2.474 -5.238
C 4.771 -2.887 -3.915
C 3.922 -2.276 -3.002
C 0.247 -2.851 -0.371
P 2.011 -2.997 0.244
C 1.954 -2.104 1.845
C 0.817 -2.016 2.646
C 0.907 -1.501 3.931
C 2.125 -1.052 4.423
C 3.259 -1.115 3.626
C 3.172 -1.646 2.346
C 1.876 -4.727 0.913
C 1.603 -5.727 -0.027
C 1.358 -7.032 0.368
C 1.409 -7.369 1.714
C 1.728 -6.399 2.649
C 1.969 -5.087 2.254
H 0.953 -3.591 -2.275
H -0.782 -3.261 -2.223
H -0.465 -0.900 -2.348
H 0.393 -1.686 -3.693
H -0.400 0.503 -3.945
H -0.636 2.601 -5.161
H 1.082 4.369 -4.973
H 3.019 4.040 -3.461
H 3.274 1.906 -2.237
H 2.483 -0.001 -5.056
H 3.969 -1.098 -6.669
H 5.432 -2.961 -5.955
H 5.423 -3.690 -3.592
H 3.913 -2.602 -1.970
H -0.340 -3.669 0.042
H -0.184 -1.911 -0.016
H -0.136 -2.397 2.298
H 0.023 -1.471 4.556
H 2.192 -0.650 5.427
H 4.211 -0.768 4.009
H 4.058 -1.728 1.726
H 1.569 -5.469 -1.080
H 1.117 -7.782 -0.376
H 1.190 -8.382 2.028
H 1.773 -6.657 3.700
H 2.218 -4.350 3.006
C -2.902 3.963 0.898
Si -2.603 3.506 -0.922
C -0.897 4.255 -1.300
C -3.879 4.451 -1.947
N -2.418 1.821 -1.039
C -3.231 0.839 -1.508
C -2.886 -0.520 -1.277
C -3.661 -1.571 -1.736
C -4.830 -1.333 -2.446
C -5.192 -0.013 -2.698
C -4.426 1.045 -2.241
H -3.145 5.023 1.027
H -1.989 3.764 1.463
H -3.710 3.374 1.338
H -0.944 5.348 -1.349
H -0.492 3.895 -2.248
H -0.180 4.011 -0.504
H -3.762 5.531 -1.825
H -4.896 4.195 -1.639
H -3.787 4.228 -3.014
H -1.980 -0.724 -0.711
H -3.352 -2.592 -1.533
H -5.446 -2.152 -2.793
H -6.092 0.193 -3.267
H -4.739 2.062 -2.444
```



Entry 4:
Below is a structure of composition C49H51LiN3O3S3Se, with properties calculated with ωB97M-V/def2-TZVPD.

Results
- Total charge: -1
- Maximum force: 0.015 hartree/bohr
- Frontier orbital gap: 6.08 eV

XYZ file:
```
111
C49H51LiN3O3S3Se | the Open Molecules 2025 dataset | ωB97M-V/def2-TZVPD
Li -0.061 -0.578 0.282
O 1.247 -0.137 2.319
S 2.529 0.005 3.050
C 3.826 0.247 1.786
C 3.542 1.410 0.837
C 4.101 1.185 -0.570
C 3.249 0.250 -1.412
S 1.551 0.793 -1.819
O 0.863 0.959 -0.499
C 1.929 2.468 -2.338
C 2.430 2.682 -3.611
C 2.686 3.980 -4.031
C 2.423 5.048 -3.184
C 1.907 4.820 -1.914
C 1.654 3.525 -1.486
C 2.561 1.688 3.676
C 1.530 2.534 3.306
C 1.554 3.853 3.742
C 2.589 4.301 4.550
C 3.607 3.434 4.933
C 3.593 2.117 4.497
H 3.839 -0.719 1.267
H 4.771 0.363 2.321
H 3.956 2.330 1.255
H 2.463 1.541 0.766
H 5.114 0.770 -0.518
H 4.193 2.147 -1.077
H 3.064 -0.702 -0.910
H 3.720 0.028 -2.373
H 2.607 1.843 -4.275
H 3.072 4.159 -5.027
H 2.601 6.061 -3.521
H 1.687 5.654 -1.260
H 1.218 3.319 -0.516
H 0.737 2.152 2.671
H 0.758 4.526 3.450
H 2.601 5.329 4.890
H 4.409 3.783 5.571
H 4.380 1.431 4.792
S -2.395 2.375 3.901
C -2.231 3.711 2.810
C -2.281 5.078 3.064
C -2.065 5.950 2.011
C -1.804 5.466 0.723
C -1.767 4.108 0.464
C -1.985 3.220 1.519
N -1.964 1.845 1.408
C -2.149 1.258 2.546
C -2.146 -0.199 2.734
C -2.581 -0.752 3.945
C -2.523 -2.121 4.129
C -2.056 -2.920 3.083
C -1.668 -2.340 1.882
C -1.662 -0.949 1.653
H -2.475 5.450 4.062
H -2.099 7.018 2.186
H -1.628 6.167 -0.084
H -1.576 3.714 -0.528
H -2.974 -0.125 4.741
H -2.838 -2.561 5.067
H -1.988 -3.996 3.216
H -1.327 -3.003 1.088
C -3.185 0.456 -4.593
N -3.373 0.353 -3.165
C -2.679 1.073 -2.240
Se -1.605 2.521 -2.586
N -3.014 0.588 -1.024
C -3.918 -0.453 -1.160
C -4.589 -1.226 -0.226
C -5.523 -2.130 -0.710
C -5.784 -2.252 -2.077
C -5.105 -1.485 -3.011
C -4.161 -0.593 -2.526
H -2.893 1.478 -4.826
H -4.120 0.214 -5.097
H -2.402 -0.227 -4.926
H -2.512 0.822 -0.158
H -4.375 -1.130 0.828
H -6.066 -2.752 -0.010
H -6.519 -2.971 -2.416
H -5.303 -1.585 -4.070
C 2.302 -3.470 2.053
C 2.561 -3.034 0.608
C 4.052 -3.120 0.273
C 1.712 -3.833 -0.367
C 1.960 -5.183 -0.581
C 1.185 -5.951 -1.440
C 0.108 -5.336 -2.075
C -0.184 -3.998 -1.877
C -1.410 -3.365 -2.515
C -2.696 -4.059 -2.060
C -1.316 -3.350 -4.041
C 0.636 -3.194 -1.028
O 0.379 -1.941 -0.873
H 2.928 -2.910 2.757
H 2.523 -4.532 2.178
H 1.257 -3.304 2.320
H 2.235 -1.993 0.520
H 4.408 -4.149 0.343
H 4.659 -2.524 0.964
H 4.246 -2.777 -0.746
H 2.784 -5.657 -0.055
H 1.401 -7.001 -1.596
H -0.528 -5.924 -2.731
H -1.439 -2.333 -2.161
H -2.687 -5.118 -2.332
H -3.576 -3.598 -2.519
H -2.807 -3.991 -0.976
H -1.310 -4.367 -4.443
H -0.400 -2.854 -4.369
H -2.171 -2.825 -4.480
```



Quick rundown of molar mass, same order as above: 985.81; 1027.66; 1007.38; 912.07 g/mol
Quick rundown of relative energy (zero: lowest compared OMol25 entry of this formula, charge and spin), same order as above: 138.1; 18.9; 62.4; 38.0 kJ/mol